No. 1
# C3H2Cl2O2

One molecule with the formula C3H2Cl2O2 at a distorted geometry (ωB97M-V/def2-TZVPD, the Open Molecules 2025 dataset).

Element x y z (Å)
C: 0.509 1.809 0.116
C: 0.061 0.893 0.930
C: -0.317 -1.377 -0.357
O: 0.681 2.755 -0.530
O: -0.341 -0.518 0.787
Cl: -1.462 -0.876 -1.601
Cl: 1.259 -1.390 -1.273
H: -0.704 -2.393 -0.005
H: 0.315 1.096 1.934

Results
Spin multiplicity   1
E   -1186.2864 a.u.
HOMO   -0.3415 Eh
Molar mass   140.95 Da
Energy relative to the best compared isomer or geometry (same formula, charge and spin)   65.6 kcal/mol
SMILES string   O=C=COC(Cl)Cl
Kohn-Sham gap   0.3433 Ha

---

No. 2
# C3H3FNO2

An isolated ion of composition C3H3FNO2 and charge -1 at a distorted geometry (ωB97M-V/def2-TZVPD, the Open Molecules 2025 dataset).

Element x y z (Å)
C: 0.101 -0.369 0.894
C: 0.382 0.794 -1.320
C: -0.397 -0.444 -0.467
N: -0.591 -0.022 1.903
O: -0.334 1.724 -1.621
O: 1.558 0.521 -1.505
F: -1.769 -0.350 -0.585
H: 1.185 -0.569 0.927
H: -0.085 -1.354 -0.988
H: -0.048 0.069 2.761

Results
Spin multiplicity   3
E   -421.1036 a.u.
HOMO (spin up / spin down)   -0.0019 / -0.1721 Eh
Molar mass   104.06 Da
Energy relative to the best compared isomer or geometry (same formula, charge and spin)   0.0 kcal/mol
Charge   -1
Kohn-Sham gap (spin up / spin down)   0.1609 / 0.2218 Ha

---

No. 3
# C9H12BiCl2InN4O3

C9H12BiCl2InN4O3 as an isolated structure at a distorted geometry (ωB97M-V/def2-TZVPD, the Open Molecules 2025 dataset).

Element x y z (Å)
Bi: -1.984 -0.056 -4.216
In: -0.339 -1.219 -1.588
Cl: -3.094 2.192 -4.021
Cl: 1.871 -0.870 -2.552
C: 0.950 -3.266 -0.898
C: -4.216 -0.724 -4.143
C: -1.597 -2.194 -5.821
O: 1.897 -3.914 -0.923
O: -5.352 -0.555 -4.188
O: -1.372 -3.178 -6.354
C: 1.688 -0.046 0.435
N: 0.192 -0.165 0.340
C: -0.409 1.223 0.321
N: -0.002 1.994 1.509
C: 1.472 2.084 1.544
N: 2.095 0.746 1.620
C: 1.593 0.059 2.824
N: 0.110 -0.094 2.809
C: -0.285 -0.858 1.587
C: -0.450 1.285 2.723
H: 2.063 0.466 -0.456
H: 2.139 -1.048 0.507
H: -1.506 1.125 0.319
H: -0.076 1.739 -0.584
H: 1.762 2.662 2.433
H: 1.820 2.597 0.640
H: 2.056 -0.932 2.899
H: 1.865 0.659 3.704
H: -1.383 -0.914 1.566
H: 0.145 -1.867 1.645
H: -0.106 1.848 3.600
H: -1.546 1.222 2.720

Results
Spin multiplicity   1
E   -2118.1580 a.u.
HOMO (spin up / spin down)   -0.8411 / -0.8220 Eh
Molar mass   618.92 Da
Energy relative to the best compared isomer or geometry (same formula, charge and spin)   8.1 kcal/mol
Charge   +4
Kohn-Sham gap (spin up / spin down)   0.1656 / 0.1995 Ha

---

No. 4
# C7H15NO4S

A 2-piece molecular cluster, C7H15NO4S overall at a distorted geometry (ωB97M-V/def2-TZVPD, the Open Molecules 2025 dataset).

Element x y z (Å)
C: -0.354 1.546 -0.698
C: 1.764 -1.400 -0.289
C: 2.629 0.764 0.293
C: 1.103 -0.548 1.959
C: -3.405 -0.766 -0.498
C: -0.775 0.273 -0.744
C: 1.762 -0.425 0.613
N: -0.522 -0.585 -1.818
O: -0.579 2.473 0.304
O: 0.327 2.090 -1.741
O: -2.092 0.547 1.526
O: -1.453 -1.718 0.943
S: -1.831 -0.411 0.467
H: 2.474 -1.306 -1.151
H: 1.093 -2.324 -0.255
H: -1.180 1.969 0.971
H: 2.394 1.571 0.938
H: 2.635 1.010 -0.775
H: 3.698 0.713 0.590
H: 1.704 -0.071 2.666
H: 1.037 -1.588 2.164
H: 0.143 -0.102 1.833
H: -3.278 -1.823 -0.899
H: -4.247 -0.952 0.203
H: -3.609 -0.028 -1.320
H: 0.342 -0.240 -2.219
H: -0.546 -1.573 -1.631
H: 0.767 2.902 -1.431

Results
Spin multiplicity   1
E   -1029.5302 a.u.
HOMO   -0.3046 Eh
Molar mass   209.27 Da
Energy relative to the best compared isomer or geometry (same formula, charge and spin)   48.1 kcal/mol
SMILES string   CS(=O)(=O)C(N)=C(O)O.C=C(C)C
Kohn-Sham gap   0.3246 Ha